# 1
ORCA calculation (ωB97M-V with the def2-TZVPD basis set) on a molecular structure, C4H10N2O2.

Output
* 2S+1: 1
* orbital gap: 8.771 eV
* energy relative to the best compared isomer or geometry (same formula, charge and spin): 109.9 kcal/mol
* HOMO level: -8.2 eV
* molar mass: 118.14 g mol⁻¹
* net charge: 0

Geometry (Å):
N1 -0.2243 0.3433 0.0577
H1 -0.6851 -1.9619 -1.3211
H2 1.0033 0.4440 2.4247
O1 -2.3382 0.1603 -0.6504
C1 -0.2984 1.7910 -0.1504
H3 1.5668 -0.3786 -1.4406
H4 2.3360 -0.6850 2.0316
C2 1.2935 -0.4369 1.8494
C3 1.0922 -0.2146 0.3882
H5 -0.3304 -1.3537 -2.2072
H6 0.5526 2.2440 0.3537
O2 -1.1662 -1.7421 -0.2253
H7 0.6580 -1.2613 2.1803
H8 -1.2166 2.1892 0.2792
C4 -1.1839 -0.4558 -0.4099
N2 1.9369 -0.5019 -0.4903
H9 -0.2613 2.0262 -1.2171
H10 -2.7350 -0.2060 -1.4526

Atom charges from the Löwdin analysis, given in e for atoms 1 to 2: -0.01, 0.05

# 2
ORCA calculation (ωB97M-V with the def2-TZVPD basis set) on a single C4H10N2O2 molecule.

Output
* SMILES string: CCN(C)N(O)C=O
* 2S+1: 1
* orbital gap: 9.916 eV
* energy relative to the best compared isomer or geometry (same formula, charge and spin): 122.4 kcal/mol
* HOMO level: -9.1 eV
* molar mass: 118.14 g mol⁻¹
* net charge: 0

Geometry (Å):
H1 1.8690 -2.2205 -0.2659
O1 -3.0440 -0.3458 -0.7012
C1 1.0537 -1.7422 0.3277
H2 -2.4030 0.2463 1.3373
H3 -1.3071 -0.4865 -1.7948
N1 -0.9625 0.1069 0.0693
H4 0.8691 1.8334 -1.5929
H5 0.0085 -1.8584 -0.0756
H6 -0.4888 2.3691 -0.5244
O2 -1.4703 0.4761 1.3563
H7 0.9995 -2.1152 1.4143
N2 0.2731 0.4132 -0.3965
H8 1.0966 0.0554 1.4653
C2 1.3026 -0.2527 0.4418
C3 0.4999 1.9307 -0.5607
H9 2.3828 -0.1902 0.1278
H10 1.1735 2.1686 0.2487
C4 -1.8525 -0.3880 -0.8766

Atom charges from the Löwdin analysis, given in e for atoms 1 to 2: 0.08, 0.04

# 3
ORCA calculation (ωB97M-V with the def2-TZVPD basis set) on 2 unconnected molecules or ions with the total composition C4H10N2O2.

Output
* SMILES string: CC(N)=O.CNC=O
* 2S+1: 1
* orbital gap: 10.612 eV
* energy relative to the best compared isomer or geometry (same formula, charge and spin): 18.8 kcal/mol
* HOMO level: -9.9 eV
* molar mass: 118.14 g mol⁻¹
* net charge: 0

Geometry (Å):
H1 -1.0415 2.5195 -1.2756
O1 -0.9926 2.2310 1.2991
N1 -1.5041 0.7370 -0.3212
C1 0.9123 -1.3925 0.8604
H2 0.2591 1.3130 -1.3421
C2 -0.8222 1.4592 -1.3772
O2 0.0954 -1.9300 1.5764
H3 -2.1850 0.6255 1.6142
H4 -1.1905 1.1187 -2.3427
H5 1.4204 0.0251 2.2006
H6 2.2860 -1.9313 -0.7057
C3 -1.5607 1.2247 0.9369
H7 0.7946 -1.1964 -1.2763
H8 -1.9292 -0.1582 -0.5105
H9 0.7782 -2.8669 -0.6701
H10 1.8203 0.4122 0.5962
C4 1.2129 -1.8812 -0.5349
N2 1.6465 -0.3095 1.2726

Atom charges from the Löwdin analysis, given in e for atoms 1 to 2: 0.09, 0.01

# 4
ORCA calculation (ωB97M-V with the def2-TZVPD basis set) on a molecular structure, C4H10N2O2.

Output
* 2S+1: 1
* orbital gap: 8.191 eV
* energy relative to the best compared isomer or geometry (same formula, charge and spin): 453.9 kcal/mol
* HOMO level: -8.4 eV
* molar mass: 118.14 g mol⁻¹
* net charge: 0

Geometry (Å):
C1 0.8958 1.9593 -0.3612
H1 0.7065 1.1583 -1.4374
O1 -0.1227 1.4710 0.5455
H2 -3.4073 -0.0294 -1.2475
C2 1.6679 -1.0246 0.8089
N1 -0.2062 -0.6752 -0.6411
H3 -3.3593 -0.9402 1.4256
H4 0.5157 -0.6113 1.6380
H5 0.4349 3.1735 -0.8733
H6 2.1283 2.1016 0.2560
H7 2.9748 -0.1023 1.1379
C3 -0.6279 0.2771 0.0321
H8 1.9049 -2.5721 0.7029
N2 1.1640 -0.7720 -0.5723
O2 -1.9152 0.4653 0.4572
C4 -2.6752 -0.5263 -0.0966
H9 -1.5259 -1.7043 -0.5949
H10 1.4469 -1.6484 -1.1795

Atom charges from the Löwdin analysis, given in e for atoms 1 to 2: -0.14, 0.16

# 5
ORCA calculation (ωB97M-V with the def2-TZVPD basis set) on 2 unconnected molecules or ions with the total composition C4H10N2O2.

Output
* SMILES string: NCC(N)=O.CC=O
* 2S+1: 1
* orbital gap: 10.023 eV
* energy relative to the best compared isomer or geometry (same formula, charge and spin): 38.2 kcal/mol
* HOMO level: -9.2 eV
* molar mass: 118.14 g mol⁻¹
* net charge: 0

Geometry (Å):
H1 3.2278 1.2809 1.0868
H2 -1.8618 0.5810 1.9887
H3 -0.7830 -0.0620 -2.5487
O1 1.7001 -0.9514 -0.4183
O2 -1.9386 1.1200 -0.6692
H4 3.8503 0.4656 -0.3700
H5 0.7853 0.7304 0.2598
H6 2.8236 1.9169 -0.5033
C1 3.0056 1.0015 0.0576
N1 -2.3213 -0.2807 1.7094
C2 -1.5860 -0.9076 0.6410
N2 -0.9379 -0.6140 -1.7193
H7 -0.5996 -1.2147 0.9991
H8 -3.2424 -0.0134 1.3728
C3 1.7749 0.1570 0.0365
C4 -1.3907 0.0362 -0.6156
H9 -0.3840 -1.4474 -1.6129
H10 -2.1223 -1.7983 0.3054

Atom charges from the Löwdin analysis, given in e for atoms 1 to 2: 0.08, 0.07

# 6
ORCA calculation (ωB97M-V with the def2-TZVPD basis set) on 3 unconnected molecules or ions with the total composition C4H10N2O2.

Output
* SMILES string: Cc1c[nH]cn1.O.O
* 2S+1: 1
* orbital gap: 8.951 eV
* energy relative to the best compared isomer or geometry (same formula, charge and spin): 36.7 kcal/mol
* HOMO level: -8.7 eV
* molar mass: 118.14 g mol⁻¹
* net charge: 0

Geometry (Å):
C1 -1.1782 -0.3989 -0.2893
H1 -2.8593 -0.5622 -1.4390
H2 1.8337 -0.9050 0.4760
C2 -2.6623 -0.5358 -0.3640
N1 -0.5177 0.3647 -1.2140
O1 3.7761 -0.4646 -0.6512
H3 -0.6395 -1.4108 1.5093
H4 -0.8325 1.9043 0.6885
H5 -3.0546 -1.4134 0.1406
C3 0.7562 0.2398 -0.9276
O2 -1.0178 2.2305 1.5705
H6 4.2277 -0.2974 0.2056
N2 0.9411 -0.5493 0.1752
H7 1.5917 0.7717 -1.3373
C4 -0.2961 -0.9782 0.5850
H8 4.0871 0.2409 -1.2520
H9 -0.8919 1.4631 2.1228
H10 -3.2636 0.3006 0.0010

Atom charges from the Löwdin analysis, given in e for atoms 1 to 2: -0.40, 0.08

# 7
ORCA calculation (ωB97M-V with the def2-TZVPD basis set) on 2 unconnected molecules or ions with the total composition C4H10N2O2.

Output
* SMILES string: CON(N)C=O.C=C
* 2S+1: 1
* orbital gap: 10.314 eV
* energy relative to the best compared isomer or geometry (same formula, charge and spin): 119.7 kcal/mol
* HOMO level: -9.4 eV
* molar mass: 118.14 g mol⁻¹
* net charge: 0

Geometry (Å):
H1 -2.6722 -1.5536 -0.8278
C1 0.3239 1.1062 1.4479
H2 0.7999 -2.0005 1.4639
H3 2.1216 1.4514 -0.7250
H4 -1.3995 1.2292 -1.0525
H5 -0.0911 0.9916 2.4640
N1 0.6169 -0.1143 0.9386
C2 -1.6477 0.2157 -1.3247
H6 -0.7691 -1.5303 0.9894
H7 -1.3204 -0.1139 -2.2970
O1 0.4760 2.1629 0.8916
C3 2.1877 0.3674 -0.8224
O2 0.9651 -0.2486 -0.4766
H8 2.3611 0.0868 -1.8615
N2 0.1085 -1.2525 1.4885
C4 -2.3371 -0.5764 -0.5133
H9 -2.7323 -0.2127 0.4232
H10 3.0089 -0.0084 -0.2064

Atom charges from the Löwdin analysis, given in e for atoms 1 to 2: 0.05, -0.33

# 8
ORCA calculation (ωB97M-V with the def2-TZVPD basis set) on a single C4H10N2O2 molecule.

Output
* SMILES string: CNO/C(O)=C(\C)N
* 2S+1: 1
* orbital gap: 8.239 eV
* energy relative to the best compared isomer or geometry (same formula, charge and spin): 88.8 kcal/mol
* HOMO level: -7.3 eV
* molar mass: 118.14 g mol⁻¹
* net charge: 0

Geometry (Å):
H1 -2.5182 -1.7583 0.0203
H2 3.3972 0.3691 -0.6378
H3 -1.8631 1.7466 1.0039
O1 0.7968 0.0961 -0.6770
O2 -0.2485 -1.9823 -0.4954
C1 -0.3502 -0.6008 -0.4311
C2 -1.5262 -0.0178 -0.1580
H4 0.6423 -2.1876 -0.7982
H5 1.5767 1.2630 0.7280
H6 -3.3608 -0.4227 0.6025
H7 -2.5368 1.7921 -0.6289
C3 2.9752 -0.1307 0.2420
N1 1.6138 0.2634 0.5302
H8 3.5768 0.1098 1.1167
H9 -0.7929 1.9725 -0.3884
N2 -2.6983 -0.7694 -0.0760
C4 -1.6853 1.4660 -0.0352
H10 3.0015 -1.2090 0.0823

Atom charges from the Löwdin analysis, given in e for atoms 1 to 2: 0.08, 0.08